Record 1
# C12H25AlF3O2

C12H25AlF3O2 as an isolated structure (the ωB97M-V functional and the def2-TZVPD basis, the OMol25 dataset).

## Properties
energy: -1164.92073 hartree
LUMO level: 3.00 eV
net charge: -1

XYZ file:
```
43
C12H25AlF3O2 (the ωB97M-V functional and the def2-TZVPD basis)
C 1.976 -2.580 0.807
C 1.113 -2.627 -0.451
C 1.000 -1.255 -1.140
C -0.428 -0.957 -1.617
Al -1.609 -0.446 -0.062
F -0.864 -1.008 1.388
C -3.427 -1.291 -0.200
C -4.360 -0.602 -1.210
C -5.810 -0.977 -1.032
F -5.952 -2.366 -1.008
C -1.703 1.604 0.073
C -1.728 2.033 1.454
O -2.664 2.340 2.167
F -0.461 2.103 1.988
H 3.033 -2.493 0.557
H 1.701 -1.720 1.402
H 1.859 -3.476 1.408
H 0.123 -2.962 -0.163
H 1.543 -3.352 -1.138
H 1.336 -0.480 -0.452
H 1.706 -1.258 -1.976
H -0.373 -0.127 -2.327
H -0.808 -1.824 -2.155
H -3.268 -2.303 -0.569
H -3.929 -1.382 0.762
H -4.086 -0.907 -2.218
H -4.268 0.479 -1.135
H -6.432 -0.624 -1.853
H -6.212 -0.606 -0.092
H -0.780 1.964 -0.372
H -2.576 1.964 -0.452
C 2.575 2.349 0.856
C 3.960 1.923 1.320
C 5.052 2.536 0.452
O 4.075 0.504 1.327
H 2.401 2.016 -0.172
H 1.801 1.904 1.473
H 2.468 3.435 0.889
H 4.108 2.231 2.356
H 4.945 2.200 -0.583
H 6.039 2.225 0.799
H 5.005 3.627 0.466
H 3.919 0.187 0.432
```

The computed natural (NBO) charges, all in e, follow:
1 C -0.5997
2 C -0.3925
3 C -0.3893
4 C -0.9962
5 Al 1.8224
6 F -0.7778
7 C -0.9982
8 C -0.4320
9 C 0.0663
10 F -0.3894
11 C -1.0626
12 C 0.8741
13 O -0.6220
14 F -0.3825
15 H 0.1773
16 H 0.2279
17 H 0.1935
18 H 0.2059
19 H 0.1774
20 H 0.1806
21 H 0.1654
22 H 0.1952
23 H 0.1978
24 H 0.2090
25 H 0.2065
26 H 0.1922
27 H 0.1931
28 H 0.1400
29 H 0.1494
30 H 0.2357
31 H 0.2342
32 C -0.6384
33 C 0.0974
34 C -0.6278
35 O -0.7168
36 H 0.1968
37 H 0.2503
38 H 0.2019
39 H 0.1675
40 H 0.1956
41 H 0.2079
42 H 0.2027
43 H 0.4611

Record 2
# C4H6O3S

A 2-piece molecular cluster, C4H6O3S overall (the ωB97M-V functional and the def2-TZVPD basis, the OMol25 dataset).

## Properties
energy: -779.81697 hartree
relative energy (zero: lowest compared OMol25 entry of this formula, charge and spin): 297.49 kJ/mol
LUMO level (spin up / spin down): -1.18 / -1.18 eV

XYZ file:
```
14
C4H6O3S (the ωB97M-V functional and the def2-TZVPD basis)
C 1.932 0.584 -3.479
C 1.554 1.372 -2.313
C -0.432 -0.929 0.951
C -1.177 0.035 1.813
O -0.304 2.377 -0.950
O 0.184 -0.639 -0.043
O 0.992 0.172 -4.194
S -0.048 1.673 -2.203
H 2.962 0.355 -3.762
H 2.231 1.558 -1.553
H -0.337 -1.858 1.522
H -2.351 -0.136 1.965
H -1.109 1.072 1.343
H -0.878 -0.048 2.784
```

The computed natural (NBO) charges, all in e, follow:
1 C 0.3560
2 C -0.6439
3 C 0.4516
4 C -0.7339
5 O -0.8736
6 O -0.5306
7 O -0.5453
8 S 1.3191
9 H 0.1500
10 H 0.2387
11 H 0.0957
12 H 0.2381
13 H 0.2504
14 H 0.2278

Record 3
# C28H38CaGeN6O4SSi

C28H38CaGeN6O4SSi as an isolated structure (the ωB97M-V functional and the def2-TZVPD basis, the OMol25 dataset).

## Properties
energy: -5161.49338 hartree
relative energy (zero: lowest compared OMol25 entry of this formula, charge and spin): 121.20 kJ/mol
LUMO level: -2.05 eV

XYZ file:
```
80
C28H38CaGeN6O4SSi (the ωB97M-V functional and the def2-TZVPD basis)
Ca 0.440 -0.334 1.362
N 0.461 -1.925 3.354
C -0.313 -3.105 2.899
C -1.708 -2.676 2.456
C -2.231 -3.453 1.251
C -1.376 -3.233 0.005
N -1.055 -1.794 -0.169
H 1.383 -2.213 3.666
H 0.006 -1.505 4.159
H -0.375 -3.880 3.666
H 0.246 -3.538 2.071
H -1.682 -1.623 2.149
H -2.414 -2.701 3.285
H -3.254 -3.128 1.051
H -2.276 -4.527 1.452
H -1.898 -3.631 -0.867
H -0.432 -3.774 0.082
H -1.923 -1.259 -0.113
H -0.720 -1.652 -1.118
O 1.827 -0.553 -0.397
N 1.965 -1.142 -1.512
C 2.250 -2.420 -1.488
C 2.354 -3.186 -2.687
N 2.428 -3.843 -3.625
C 2.338 -3.045 -0.204
N 2.366 -3.478 0.860
C 3.107 -0.338 -4.220
Si 1.643 -0.036 -3.154
C 1.396 1.630 -2.436
C 0.064 -0.830 -3.742
H 2.884 0.104 -5.200
H 3.328 -1.391 -4.388
H 3.972 0.184 -3.801
H 1.537 2.361 -3.240
H 2.168 1.846 -1.700
H 0.403 1.766 -2.004
H -0.171 -0.389 -4.717
H -0.776 -0.585 -3.086
H 0.127 -1.909 -3.890
Ge -1.691 1.566 1.365
C -3.298 0.562 1.989
C -4.146 -0.109 1.103
C -5.154 -0.955 1.554
C -5.339 -1.155 2.915
C -4.520 -0.484 3.815
C -3.517 0.360 3.354
C -2.235 2.480 -0.299
C -2.368 3.866 -0.388
C -2.642 4.490 -1.599
C -2.805 3.738 -2.755
C -2.686 2.357 -2.691
C -2.393 1.746 -1.479
H -1.629 2.719 2.422
H -4.049 0.053 0.032
H -5.805 -1.448 0.840
H -6.124 -1.811 3.271
H -4.673 -0.610 4.881
H -2.901 0.884 4.080
H -2.257 4.474 0.503
H -2.733 5.569 -1.641
H -3.022 4.225 -3.697
H -2.812 1.757 -3.586
H -2.279 0.663 -1.465
N 1.897 1.007 2.937
C 2.862 1.427 1.959
C 3.936 0.598 1.661
C 4.768 0.911 0.597
C 4.533 2.046 -0.164
C 3.495 2.902 0.179
C 2.646 2.590 1.231
S 5.456 2.328 -1.676
O 6.705 1.621 -1.485
O 4.571 1.704 -2.667
O 5.540 3.766 -1.801
H 2.335 0.549 3.727
H 1.370 1.796 3.299
H 4.110 -0.301 2.246
H 5.607 0.276 0.341
H 3.349 3.804 -0.402
H 1.816 3.243 1.481
```

The computed Löwdin charges, all in e, follow:
1 Ca 1.1306
2 N -0.0726
3 C -0.2562
4 C -0.2050
5 C -0.1742
6 C -0.2381
7 N -0.0378
8 H 0.0832
9 H 0.0902
10 H 0.1212
11 H 0.0660
12 H 0.0464
13 H 0.1175
14 H 0.1031
15 H 0.1222
16 H 0.1173
17 H 0.0893
18 H 0.0487
19 H 0.0494
20 O -0.2687
21 N -0.1154
22 C -0.2276
23 C -0.1772
24 N 0.2154
25 C -0.1339
26 N 0.2198
27 C -0.1445
28 Si 0.6392
29 C -0.1291
30 C -0.1530
31 H 0.0573
32 H 0.0235
33 H 0.0161
34 H 0.0676
35 H 0.0117
36 H 0.0293
37 H 0.0508
38 H 0.0127
39 H 0.0311
40 Ge 0.7793
41 C -0.4148
42 C -0.1437
43 C -0.1057
44 C -0.1040
45 C -0.1053
46 C -0.1563
47 C -0.4081
48 C -0.1264
49 C -0.0893
50 C -0.0962
51 C -0.1027
52 C -0.1790
53 H -0.0822
54 H 0.0845
55 H 0.1019
56 H 0.0984
57 H 0.0994
58 H 0.0884
59 H 0.0872
60 H 0.1013
61 H 0.0998
62 H 0.0984
63 H 0.0629
64 N -0.0179
65 C -0.3662
66 C -0.0519
67 C -0.0462
68 C -0.2581
69 C -0.0608
70 C -0.0353
71 S 0.4256
72 O -0.3397
73 O -0.3787
74 O -0.3347
75 H 0.0930
76 H 0.0888
77 H 0.1122
78 H 0.1172
79 H 0.1242
80 H 0.1144

Record 4
# C7H11I2LuN2O5S

C7H11I2LuN2O5S as an isolated structure (the ωB97M-V functional and the def2-TZVPD basis, the OMol25 dataset).

## Properties
energy: -2988.04523 hartree
relative energy (zero: lowest compared OMol25 entry of this formula, charge and spin): 0.00 kJ/mol
LUMO level (spin up / spin down): 3.81 / 3.86 eV
net charge: -2

XYZ file:
```
29
C7H11I2LuN2O5S (the ωB97M-V functional and the def2-TZVPD basis)
C 3.853 3.949 -0.134
I 3.546 2.585 -1.484
H 3.006 4.014 0.534
H 3.950 4.946 -0.621
H 4.770 3.714 0.439
C 0.187 -2.261 -1.529
C -1.204 -0.765 -0.589
N -0.668 -2.066 -0.488
H 0.420 -1.027 -3.381
I -3.428 -0.620 0.169
N -1.038 -0.455 -1.932
H 0.835 -3.135 -1.605
Lu -1.422 0.414 1.969
C 0.089 0.654 -0.103
O -0.559 1.629 0.257
C -0.021 -1.231 -2.429
C -1.613 0.701 -2.589
H -1.507 0.521 -3.657
H -1.088 1.633 -2.354
H -2.675 0.802 -2.341
C -1.050 -3.079 0.487
H -0.651 -4.041 0.141
H -2.143 -3.186 0.550
H -0.657 -2.866 1.491
O 0.549 0.670 2.859
S -0.125 -0.208 3.965
O -1.388 0.589 4.236
O -0.705 -1.357 3.107
O 0.738 -0.522 5.034
```

The computed natural (NBO) charges, all in e, follow:
1 C -1.0979
2 I -0.4450
3 H 0.2153
4 H 0.2117
5 H 0.2227
6 C -0.0784
7 C 0.0624
8 N -0.4737
9 H 0.2074
10 I -0.4657
11 N -0.4533
12 H 0.2060
13 Lu 1.8448
14 C 0.1520
15 O -0.8256
16 C -0.1134
17 C -0.4045
18 H 0.1906
19 H 0.2104
20 H 0.2184
21 C -0.4121
22 H 0.1886
23 H 0.2132
24 H 0.2401
25 O -1.0448
26 S 2.4749
27 O -1.0543
28 O -1.0624
29 O -0.9277